1.
159
Properties=species:S:1:pos:R:3 method="wB97M-V/def2-TZVPD" smiles="CCCCCCCCCCCCCCCCCCCCC1=C(C)C(=O)C=CC1=O.COC(=O)OC.COC(=O)OC.COC(=O)OC.COC(=O)OC.COC(=O)OC.COC(=O)OC.COC(=O)OC" e_homo_ev=-9.9168 gap_ha=0.3222
C 1.04 -7.00 0.11
C 2.56 -6.48 0.14
C 2.68 -4.89 -0.17
C 2.31 -4.56 -1.70
C 3.36 -3.62 -2.46
C 3.99 -2.48 -1.54
C 4.73 -1.30 -2.33
C 6.06 -0.94 -1.48
C 5.77 -0.02 -0.20
C 5.41 -0.82 1.13
C 4.58 0.10 2.19
C 2.98 -0.04 1.98
C 2.33 1.23 1.24
C 2.30 1.06 -0.38
C 0.81 0.85 -0.95
C 0.33 -0.60 -0.46
C -0.81 -1.23 -1.40
C -1.77 -2.26 -0.63
C -2.72 -1.55 0.44
C -4.14 -2.33 0.65
C -5.27 -1.40 0.07
C -6.35 -0.98 0.86
C -6.64 -1.36 2.36
C -7.41 0.01 0.17
O -7.95 0.94 0.80
C -7.75 -0.20 -1.38
C -6.65 -0.64 -2.16
C -5.24 -0.91 -1.44
O -4.22 -0.74 -2.13
H 0.85 -7.58 -0.85
H 0.89 -7.72 0.98
H 0.34 -6.12 0.27
H 3.03 -6.61 1.18
H 3.24 -7.06 -0.58
H 1.94 -4.32 0.50
H 3.73 -4.60 0.14
H 1.31 -4.01 -1.68
H 2.23 -5.56 -2.25
H 2.76 -3.09 -3.29
H 4.11 -4.28 -2.98
H 4.80 -3.00 -0.90
H 3.21 -2.12 -0.78
H 5.01 -1.55 -3.40
H 4.07 -0.37 -2.35
H 6.67 -1.88 -1.24
H 6.72 -0.34 -2.21
H 5.01 0.76 -0.51
H 6.74 0.55 0.01
H 6.33 -1.19 1.71
H 4.76 -1.74 0.98
H 4.90 1.19 2.13
H 4.83 -0.36 3.22
H 2.43 -0.14 2.98
H 2.75 -1.00 1.40
H 1.23 1.39 1.54
H 2.97 2.13 1.52
H 2.84 1.93 -0.87
H 2.91 0.11 -0.58
H 0.85 0.96 -2.08
H 0.18 1.70 -0.53
H 1.25 -1.28 -0.45
H -0.06 -0.58 0.61
H -0.28 -1.83 -2.24
H -1.38 -0.38 -1.90
H -1.09 -3.02 -0.11
H -2.44 -2.75 -1.42
H -2.15 -1.50 1.42
H -2.93 -0.46 0.16
H -4.03 -3.33 0.11
H -4.20 -2.55 1.75
H -6.79 -0.44 3.03
H -7.66 -1.90 2.37
H -5.91 -2.06 2.84
H -8.78 -0.02 -1.81
H -6.78 -0.80 -3.27
C 9.62 -1.90 -3.58
O 8.63 -2.90 -3.77
C 9.10 -4.05 -4.29
O 10.25 -4.27 -4.60
O 8.07 -4.90 -4.42
C 8.43 -6.17 -4.97
H 9.13 -1.02 -3.15
H 10.39 -2.24 -2.88
H 10.07 -1.61 -4.53
H 9.15 -6.68 -4.32
H 8.83 -6.05 -5.98
H 7.52 -6.77 -5.02
C 3.87 6.59 0.60
O 3.97 7.00 1.97
C 3.77 6.02 2.85
O 3.51 4.87 2.59
O 3.89 6.53 4.09
C 3.69 5.60 5.14
H 4.06 7.46 -0.02
H 4.62 5.83 0.37
H 2.87 6.22 0.39
H 4.43 4.80 5.09
H 2.68 5.19 5.10
H 3.82 6.12 6.09
C -4.73 2.24 0.42
O -4.32 3.55 0.03
C -2.99 3.75 0.10
O -2.17 2.94 0.45
O -2.74 5.01 -0.29
C -1.36 5.36 -0.26
H -5.81 2.19 0.32
H -4.29 1.48 -0.24
H -4.46 2.04 1.46
H -0.78 4.73 -0.95
H -0.96 5.29 0.75
H -1.27 6.39 -0.59
C -5.63 -4.20 -2.52
O -6.48 -5.34 -2.50
C -5.94 -6.42 -1.93
O -4.84 -6.49 -1.45
O -6.84 -7.42 -1.98
C -6.40 -8.64 -1.40
H -6.17 -3.38 -3.00
H -5.38 -3.89 -1.50
H -4.72 -4.40 -3.09
H -6.18 -8.51 -0.34
H -5.52 -9.02 -1.93
H -7.20 -9.37 -1.50
C 1.05 9.22 3.99
O 0.05 9.87 3.20
C -1.05 9.14 2.99
O -1.25 8.02 3.39
O -1.90 9.87 2.25
C -3.12 9.22 1.94
H 1.89 9.90 4.10
H 0.66 8.98 4.98
H 1.40 8.31 3.48
H -3.68 8.98 2.85
H -2.94 8.31 1.35
H -3.72 9.90 1.34
C -7.05 -4.11 -8.52
O -6.14 -4.07 -7.42
C -5.66 -2.85 -7.15
O -5.93 -1.83 -7.74
O -4.82 -2.95 -6.10
C -4.23 -1.72 -5.70
H -7.37 -5.14 -8.64
H -7.93 -3.50 -8.31
H -6.55 -3.79 -9.44
H -5.00 -1.01 -5.38
H -3.63 -1.30 -6.51
H -3.58 -1.92 -4.85
C 0.03 4.52 11.00
O 0.61 4.53 9.70
C -0.12 5.16 8.77
O -1.19 5.69 8.95
O 0.54 5.09 7.60
C -0.13 5.72 6.51
H 0.70 3.99 11.66
H -0.09 5.54 11.37
H -0.93 4.00 10.99
H -0.26 6.79 6.70
H -1.10 5.25 6.32
H 0.49 5.61 5.62

---

2.
157
Properties=species:S:1:pos:R:3 method="wB97M-V/def2-TZVPD" e_homo_ev=-9.7184 gap_ha=0.2702 charge=+1
C 1.30 -1.88 6.22
C 1.04 -2.60 5.28
C 0.38 -3.20 4.06
C -1.15 -3.44 4.30
N -1.66 -2.14 4.85
C -3.06 -1.73 4.77
F -3.49 -1.46 6.07
C -4.04 -2.63 3.99
C -4.67 -3.59 5.06
N -5.21 -1.91 3.42
C -5.69 -0.78 4.22
C -6.34 -2.73 3.10
C -6.47 -3.52 1.75
O -7.32 -2.77 3.81
C -3.22 -3.27 2.80
C -2.88 -2.13 1.81
O -1.66 -1.42 2.13
C -1.05 -0.97 0.92
C -0.10 0.24 1.18
O 1.25 -0.15 0.99
C 2.14 0.42 1.93
C 2.78 -0.68 2.85
O 2.85 -1.94 2.19
C 3.73 -2.78 2.95
C 3.59 -4.27 2.55
C -1.94 -4.17 3.17
C -2.58 -5.48 3.80
C -1.97 -6.89 3.61
C -1.18 -7.27 4.90
C -1.87 -7.97 5.91
C -1.27 -8.40 7.09
C 0.09 -8.12 7.31
C 0.78 -7.40 6.34
C 0.17 -6.97 5.15
C -1.21 -4.47 1.83
I -2.56 -5.49 0.40
C 0.13 -5.27 1.81
C 0.50 -6.04 0.50
H 1.58 -1.57 7.22
H 0.81 -4.22 4.06
H 0.60 -2.65 3.13
H -1.11 -4.14 5.16
H -1.09 -1.39 4.44
H -1.40 -2.12 5.85
H -3.09 -0.73 4.28
H -3.92 -3.89 5.83
H -5.02 -4.55 4.64
H -5.50 -3.14 5.62
H -4.99 0.08 4.27
H -6.61 -0.36 3.78
H -5.95 -1.01 5.27
H -5.95 -2.91 0.99
H -7.54 -3.52 1.49
H -6.05 -4.52 1.88
H -3.96 -3.87 2.25
H -2.71 -2.62 0.83
H -3.67 -1.39 1.62
H -0.39 -1.75 0.47
H -1.79 -0.70 0.15
H -0.33 1.06 0.48
H -0.33 0.60 2.21
H 1.68 1.18 2.58
H 3.00 0.90 1.42
H 3.81 -0.38 3.14
H 2.19 -0.73 3.79
H 3.43 -2.69 4.02
H 4.78 -2.44 2.85
H 2.86 -4.73 3.25
H 4.54 -4.80 2.66
H 3.19 -4.34 1.52
H -3.63 -5.54 3.43
H -2.73 -5.39 4.89
H -2.81 -7.60 3.64
H -1.44 -7.14 2.68
H -2.93 -8.22 5.76
H -1.84 -8.98 7.83
H 0.54 -8.49 8.23
H 1.84 -7.21 6.54
H 0.77 -6.40 4.43
H -0.93 -3.58 1.24
H 0.96 -4.54 1.90
H 0.29 -5.99 2.63
H 0.06 -7.05 0.44
H 1.59 -6.21 0.58
H 0.38 -5.43 -0.41
C 4.43 -1.69 -4.70
O 3.47 -0.66 -4.59
C 2.60 -0.57 -5.72
C 1.18 -0.92 -5.31
N 1.06 -2.34 -5.00
C -0.22 -2.70 -4.39
C -0.51 -2.13 -3.00
O 0.34 -2.65 -1.98
C 1.56 -1.93 -1.81
H 5.10 -1.62 -3.84
H 3.96 -2.67 -4.69
H 5.02 -1.57 -5.61
H 2.95 -1.20 -6.54
H 2.62 0.47 -6.06
H 0.50 -0.67 -6.13
H 0.92 -0.30 -4.45
H 1.80 -2.60 -4.36
H -0.24 -3.79 -4.32
H -1.03 -2.41 -5.07
H -1.52 -2.46 -2.73
H -0.52 -1.04 -2.98
H 1.45 -0.86 -2.03
H 2.36 -2.36 -2.42
H 1.85 -2.03 -0.76
C 3.69 2.29 -3.45
O 3.10 3.02 -4.51
C 2.16 4.00 -4.07
C 2.67 5.39 -4.39
N 3.81 5.74 -3.55
C 4.48 6.97 -3.95
C 5.19 6.98 -5.30
O 6.32 6.12 -5.36
C 6.03 4.78 -5.73
H 4.31 1.51 -3.89
H 4.32 2.94 -2.83
H 2.92 1.81 -2.83
H 1.93 3.89 -3.01
H 1.23 3.82 -4.63
H 1.86 6.11 -4.22
H 2.93 5.42 -5.45
H 4.48 4.98 -3.58
H 5.22 7.19 -3.18
H 3.75 7.80 -3.93
H 5.58 7.99 -5.46
H 4.51 6.78 -6.14
H 5.18 4.71 -6.42
H 5.85 4.16 -4.85
H 6.91 4.38 -6.23
C -3.27 10.25 -1.46
O -3.06 8.96 -2.00
C -3.67 8.78 -3.28
C -2.60 8.58 -4.34
N -1.87 9.82 -4.58
C -0.69 9.64 -5.43
C 0.46 8.81 -4.86
O 1.11 9.40 -3.75
C 0.54 9.10 -2.49
H -2.86 10.27 -0.45
H -2.76 11.02 -2.05
H -4.34 10.49 -1.40
H -4.33 9.61 -3.54
H -4.28 7.87 -3.22
H -3.08 8.26 -5.27
H -1.94 7.78 -4.00
H -1.57 10.20 -3.69
H -0.30 10.65 -5.63
H -0.99 9.22 -6.39
H 1.23 8.74 -5.64
H 0.17 7.78 -4.64
H 0.08 8.10 -2.47
H -0.20 9.85 -2.21
H 1.33 9.13 -1.74